Below is a 2-piece molecular cluster, C10H13O3 overall, with properties calculated with the ωB97M-V functional and the def2-TZVPD basis.

Values from the calculation:
Strongest force on any atom   0.040 hartree/bohr
Calculated total energy   -614.65079 Ha
Charge   -1
LUMO level   3.3 eV
Multiplicity   1
Molar mass   181.2 g mol⁻¹

The geometry in XYZ format:
```
26
Properties=species:S:1:pos:R:3:nbo_charge:R:1
C 0.136 -1.168 -2.793 -0.528
C -0.653 -1.817 -3.934 -0.612
C 0.712 0.195 -3.124 0.776
O 0.341 0.799 -4.134 -0.713
O 1.513 0.709 -2.245 -0.783
H -0.443 -1.182 -1.873 0.218
H 1.037 -1.787 -2.672 0.212
H 0.037 -2.233 -4.670 0.196
H -1.210 -1.116 -4.559 0.222
H -1.379 -2.507 -3.504 0.187
C -1.266 1.630 4.045 -0.626
C 1.044 -0.074 0.769 0.351
C 0.093 0.940 0.523 -0.311
C 1.098 -0.643 2.055 -0.294
C -0.665 1.482 1.546 -0.197
C 0.277 -0.106 3.050 -0.210
C -0.532 0.996 2.854 -0.097
O 1.845 -0.556 -0.168 -0.737
H 1.736 -0.069 -1.144 0.501
H -0.010 1.311 -0.488 0.239
H 1.756 -1.487 2.194 0.207
H -1.483 2.143 1.280 0.194
H 0.342 -0.560 4.037 0.186
H -2.125 2.176 3.662 0.210
H -0.486 2.089 4.645 0.212
H -1.716 0.835 4.649 0.197
```



Below is C25H48BIrNP2 as an isolated structure, with properties calculated with the ωB97M-V functional and the def2-TZVPD basis.

Values from the calculation:
Strongest force on any atom   0.088 hartree/bohr
Calculated total energy   -1847.12612 Ha
Charge   +2
LUMO level (spin up / spin down)   -6.7 / -9.5 eV
Multiplicity   6
Molar mass   627.6 g mol⁻¹

The geometry in XYZ format:
```
78
Properties=species:S:1:pos:R:3:mulliken_spin:R:1
Ir 0.825 -1.311 -1.184 0.954
C 0.658 -1.424 1.916 0.103
C 1.407 -1.811 0.701 0.346
C 1.849 0.435 1.328 0.157
C 1.021 -0.133 2.304 0.276
C 2.178 -0.561 0.294 0.423
C -0.089 -2.374 2.749 -0.015
H -0.509 -3.195 2.152 0.000
H -0.921 -1.880 3.274 0.004
H 0.582 -2.805 3.511 0.025
C 0.662 0.502 3.602 0.032
H -0.094 -0.086 4.126 -0.003
H 0.263 1.511 3.442 -0.007
H 1.545 0.591 4.260 0.007
C 2.553 1.714 1.541 0.015
H 3.265 1.624 2.386 0.029
H 1.832 2.509 1.784 0.006
H 3.109 2.078 0.671 -0.001
C 3.591 -0.668 -0.160 0.007
H 4.166 -1.265 0.564 0.012
H 4.051 0.320 -0.251 -0.007
H 3.608 -1.166 -1.133 0.023
C 2.058 -3.151 0.702 0.043
H 2.657 -3.286 1.617 0.011
H 2.705 -3.271 -0.172 0.000
H 1.293 -3.941 0.662 0.003
C -1.148 -1.242 -1.684 0.137
C -0.861 -2.498 -0.993 0.027
C -0.596 -3.784 -1.729 0.057
C 0.743 -3.888 -2.541 0.007
C 1.560 -2.622 -2.556 0.038
C 1.089 -1.398 -3.193 0.176
C -0.184 -1.413 -4.021 0.056
C -1.460 -1.316 -3.166 0.062
H -1.431 -4.021 -2.403 -0.002
H 0.519 -4.271 -3.549 -0.005
H -0.602 -4.598 -0.982 0.004
H -2.131 -2.172 -3.360 -0.001
H -1.722 -0.467 -1.155 0.058
H -1.278 -2.637 0.007 -0.010
H -2.018 -0.418 -3.463 0.006
H -0.137 -0.582 -4.744 0.003
H 1.885 -0.721 -3.535 -0.006
H -0.262 -2.336 -4.615 0.008
H 1.367 -4.657 -2.059 0.000
H 2.646 -2.759 -2.567 0.022
P -2.593 0.649 1.328 0.591
C -3.087 1.058 3.039 0.069
H -4.181 1.153 3.062 0.027
H -2.592 1.992 3.329 -0.008
H -2.737 0.259 3.708 -0.007
C -3.665 1.753 0.336 0.057
H -4.631 1.859 0.847 0.023
H -3.785 1.340 -0.674 -0.007
H -3.145 2.716 0.254 -0.002
C -3.526 -0.923 1.145 0.091
H -3.463 -1.281 0.110 -0.005
H -4.573 -0.758 1.444 0.029
H -3.058 -1.696 1.771 -0.008
P 0.264 2.374 -1.215 0.556
C 1.812 1.961 -2.132 0.131
H 1.704 2.287 -3.173 0.023
H 1.990 0.869 -2.106 -0.022
H 2.665 2.464 -1.664 -0.004
C -0.831 2.231 -2.678 0.097
H -0.696 1.259 -3.163 -0.023
H -0.568 3.034 -3.378 0.022
H -1.873 2.324 -2.360 -0.004
C 0.543 4.180 -1.151 0.059
H 0.751 4.553 -2.159 0.019
H 1.386 4.375 -0.473 -0.005
H -0.350 4.644 -0.721 -0.004
B -0.160 4.229 3.466 0.000
C -0.668 3.566 2.179 0.048
N -1.091 3.092 1.188 0.119
H -0.330 5.434 3.407 0.017
H 1.023 4.029 3.625 0.028
H -0.774 3.817 4.432 0.012
```



Below is C27H29NO3P2Pr as an isolated structure, with properties calculated with the ωB97M-V functional and the def2-TZVPD basis.

Values from the calculation:
Strongest force on any atom   0.100 hartree/bohr
Calculated total energy   -2526.18393 Ha
Charge   +1
LUMO level (spin up / spin down)   -4.0 / -4.0 eV
Multiplicity   3
Molar mass   618.4 g mol⁻¹

The geometry in XYZ format:
```
63
Properties=species:S:1:pos:R:3:mulliken_spin:R:1
C -2.715 -1.485 -3.909 -0.001
C -1.793 -0.559 -3.460 0.008
C -2.278 0.739 -3.075 0.000
C -3.649 0.941 -2.755 0.000
C -4.573 -0.083 -3.162 -0.002
C -4.095 -1.251 -3.739 0.001
C -3.977 2.053 -1.975 -0.001
C -2.983 2.959 -1.562 0.000
C -1.623 2.686 -1.980 0.001
C -0.513 3.300 -1.334 0.000
C -0.753 4.357 -0.471 -0.001
C -2.077 4.686 -0.112 0.000
C -3.175 4.033 -0.641 0.000
H -2.340 -2.399 -4.381 0.000
H -5.663 0.099 -3.052 0.000
H -4.786 -2.018 -4.090 0.000
H -4.988 2.142 -1.550 0.000
H 0.103 4.932 -0.111 0.000
H -2.204 5.505 0.597 0.000
H -4.199 4.324 -0.364 0.000
N -1.369 1.693 -2.857 0.001
Pr -0.467 -0.444 1.662 2.149
C -0.348 -0.900 -3.272 -0.018
H 0.272 -0.002 -3.356 0.001
H -0.034 -1.671 -3.984 -0.002
C 0.856 2.715 -1.486 -0.003
H 0.931 2.271 -2.486 0.000
H 1.620 3.491 -1.315 0.000
P 0.002 -1.620 -1.498 -0.021
P 1.259 1.314 -0.294 -0.010
C 1.401 2.325 1.250 0.006
H 1.797 1.742 2.089 -0.003
H 2.102 3.160 1.043 0.000
H 0.433 2.748 1.532 -0.003
C 3.026 1.099 -0.776 0.000
H 3.599 2.023 -0.572 0.000
H 3.497 0.267 -0.229 0.000
H 3.098 0.873 -1.859 0.000
C -0.733 -3.263 -1.856 0.003
H -0.321 -3.736 -2.765 0.000
H -0.541 -3.909 -0.997 -0.002
H -1.812 -3.112 -1.984 0.000
C 1.759 -2.022 -1.999 -0.013
H 2.381 -2.239 -1.121 0.000
H 1.778 -2.904 -2.663 0.000
H 2.223 -1.182 -2.546 0.002
C 2.046 -1.352 1.386 0.013
O 3.129 -1.763 1.486 0.008
H -1.042 -1.470 0.134 -0.102
O -1.588 2.997 3.415 0.001
C -1.687 1.813 3.135 -0.003
O -1.919 1.334 1.906 -0.009
C -1.345 0.692 4.126 0.002
C -1.898 -0.604 3.986 -0.009
C -1.357 -1.669 4.759 0.003
C -0.284 -1.453 5.626 -0.001
C 0.195 -0.143 5.789 0.000
C -0.323 0.922 5.062 0.002
H -2.728 -0.795 3.310 0.000
H -1.778 -2.661 4.674 0.001
H 0.175 -2.276 6.157 0.000
H 0.990 0.026 6.504 0.000
H 0.061 1.930 5.187 0.000
```



Below is a 2-piece molecular cluster, CH8NS2 overall, with properties calculated with the ωB97M-V functional and the def2-TZVPD basis.

Values from the calculation:
Strongest force on any atom   0.055 hartree/bohr
Calculated total energy   -893.73469 Ha
Charge   +1
LUMO level   -3.7 eV
Multiplicity   1
Molar mass   98.2 g mol⁻¹

The geometry in XYZ format:
```
12
Properties=species:S:1:pos:R:3:nbo_charge:R:1
N -1.928 -1.514 0.538 -0.909
H -2.207 -1.046 -0.344 0.480
H -2.444 -1.642 1.414 0.464
H -1.013 -0.997 0.757 0.457
H -1.634 -2.465 0.327 0.442
C 2.290 1.263 -0.143 -0.709
S 0.805 0.229 0.376 -0.004
S -0.928 0.936 -0.524 -0.158
H 2.835 0.783 -1.014 0.253
H 1.834 2.291 -0.449 0.257
H 2.911 1.368 0.846 0.269
H -0.519 0.794 -1.783 0.158
```



- Look up the molar mass of the fourth one.
  98.2 g mol⁻¹



- Which value of molar mass does entry 2 give?
  627.6 g mol⁻¹